1.
{
  "formula": "C4H6NO",
  "method": "ωB97M-V/def2-TZVPD",
  "elements": ["C", "N", "C", "C", "O", "C", "H", "H", "H", "H", "H", "H"],
  "xyz": [[1.632, -0.327, -0.023], [0.248, 0.008, 0.047], [-0.374, 1.140, 0.420], [-2.011, 0.659, 0.155], [-1.877, -0.586, -0.221], [-0.655, -0.910, -0.446], [2.313, -0.049, 0.742], [1.680, -1.400, -0.050], [2.075, 0.170, -0.860], [0.138, 2.027, 0.654], [-3.016, 1.093, 0.305], [-0.153, -1.826, -0.723]],
  "max_force_ha_per_bohr": 0.1447,
  "gap_ha": 0.3570,
  "spin_multiplicity": 1,
  "e_homo_ev": -14.2,
  "total_charge": 1,
  "smiles": "C[n+]1ccoc1"
}

=====

2.
{
  "formula": "C4H6NO2",
  "method": "ωB97M-V/def2-TZVPD",
  "elements": ["C", "C", "C", "C", "N", "O", "O", "H", "H", "H", "H", "H", "H"],
  "xyz": [[-3.674, -0.665, -0.313], [1.168, -0.414, 0.167], [0.127, 0.469, 0.133], [0.241, 1.775, -0.498], [-2.876, -0.350, 0.619], [-3.919, -1.174, -1.394], [-4.434, 0.031, 0.629], [0.983, -1.295, 0.734], [2.156, -0.083, -0.053], [-0.795, -0.041, 0.351], [0.200, 2.632, 0.187], [-0.510, 1.866, -1.409], [1.268, 1.766, -0.910]],
  "max_force_ha_per_bohr": 0.0705,
  "gap_ha": 0.2613,
  "spin_multiplicity": 1,
  "e_homo_ev": -3.3,
  "total_charge": -1
}

=====

3.
{
  "formula": "C4H6NO2",
  "method": "ωB97M-V/def2-TZVPD",
  "elements": ["C", "C", "C", "O", "C", "N", "O", "H", "H", "H", "H", "H", "H"],
  "xyz": [[0.011, 1.962, 0.119], [0.297, 0.608, -0.114], [-0.775, -0.430, -0.332], [-1.717, -0.404, 0.668], [0.380, -1.492, -0.329], [1.322, -0.323, 0.034], [2.559, -0.238, 0.246], [0.623, 2.643, 0.688], [-1.042, 2.197, -0.170], [-1.324, -0.435, -1.354], [-1.323, 0.324, 1.153], [0.263, -2.195, 0.548], [0.726, -2.217, -1.155]],
  "max_force_ha_per_bohr": 0.1070,
  "gap_ha": 0.2092,
  "spin_multiplicity": 1,
  "e_homo_ev": -1.5,
  "total_charge": -1,
  "smiles": "C=C1[C@H](O)CN1[O-]"
}

=====

In order of appearance, E_tot = -285.63560; -361.17031; -361.13194 a.u..
In order of appearance, relative energy (zero: lowest compared OMol25 entry of this formula, charge and spin) = 2.357; 3.738; 4.783 eV.